No. 1
Molecular formula: C68H82BGe2IN10O2P2SW
Method: DFT, ωB97M-V with the def2-TZVPD basis set

CARTESIAN COORDINATES (ANGSTROEM)
W  -0.10  0.27  0.12
C  0.61  -4.61  -1.07
C  1.59  -3.62  -0.51
C  2.95  -3.92  -0.39
C  3.51  -2.91  0.34
C  4.91  -2.72  0.80
N  2.51  -2.02  0.61
N  1.32  -2.44  0.07
B  2.54  -0.96  1.74
N  1.21  -1.02  2.52
N  -0.01  -0.52  2.08
C  -0.93  -0.85  3.03
C  -2.37  -0.54  2.98
C  -0.30  -1.54  4.04
C  1.04  -1.63  3.69
C  2.15  -2.31  4.43
N  2.77  0.41  1.10
N  1.97  0.80  0.04
C  2.74  1.68  -0.69
C  2.43  2.30  -2.01
C  3.95  1.85  -0.07
C  3.95  1.01  1.05
C  5.07  0.77  2.00
H  0.85  -4.86  -2.10
H  -0.43  -4.31  -1.02
H  0.70  -5.52  -0.48
H  3.44  -4.82  -0.75
H  5.53  -3.53  0.41
H  4.99  -2.74  1.89
H  5.33  -1.78  0.45
H  3.43  -1.20  2.49
H  -2.63  0.15  2.19
H  -2.67  -0.08  3.93
H  -2.95  -1.46  2.85
H  -0.76  -1.94  4.94
H  1.76  -2.76  5.34
H  2.93  -1.59  4.70
H  2.61  -3.09  3.82
H  1.54  1.93  -2.47
H  3.27  2.10  -2.67
H  2.35  3.38  -1.89
H  4.76  2.47  -0.40
H  5.83  1.54  1.86
H  5.53  -0.20  1.83
H  4.71  0.80  3.02
C  -4.49  -1.32  0.38
N  -3.17  -0.87  -0.09
P  -2.69  0.75  -0.33
C  -3.19  1.24  -2.02
C  -3.82  2.48  -2.22
C  -4.37  2.79  -3.45
C  -4.28  1.90  -4.51
C  -3.62  0.70  -4.34
C  -3.07  0.37  -3.10
C  -3.93  1.68  0.60
C  -5.26  1.61  0.14
C  -6.26  2.29  0.80
C  -5.96  3.07  1.92
C  -4.65  3.16  2.36
C  -3.64  2.46  1.70
P  -1.81  -1.82  -0.37
C  -1.90  -3.26  0.73
C  -0.95  -3.51  1.71
C  -1.03  -4.65  2.50
C  -2.05  -5.56  2.31
C  -2.99  -5.35  1.30
C  -2.91  -4.22  0.51
C  -2.07  -2.55  -2.02
C  -1.03  -2.88  -2.88
C  -1.28  -3.45  -4.12
C  -2.59  -3.71  -4.51
C  -3.64  -3.39  -3.65
C  -3.38  -2.81  -2.42
H  -4.84  -0.66  1.17
H  -4.40  -2.32  0.79
H  -5.24  -1.33  -0.42
H  -3.93  3.17  -1.39
H  -4.90  3.73  -3.57
H  -4.72  2.15  -5.47
H  -3.53  0.00  -5.16
H  -2.57  -0.57  -3.00
H  -5.51  1.04  -0.75
H  -7.28  2.22  0.45
H  -6.75  3.60  2.43
H  -4.41  3.76  3.23
H  -2.63  2.52  2.06
H  -0.11  -2.85  1.82
H  -0.27  -4.83  3.25
H  -2.12  -6.45  2.92
H  -3.78  -6.07  1.13
H  -3.63  -4.10  -0.29
H  -0.01  -2.74  -2.56
H  -0.46  -3.72  -4.77
H  -2.79  -4.16  -5.47
H  -4.66  -3.59  -3.95
H  -4.22  -2.54  -1.80
N  2.24  -1.16  -2.32
C  1.15  -0.59  -2.77
O  0.27  -0.03  -2.07
C  0.96  -0.64  -4.30
I  2.39  0.57  -5.31
H  2.45  -1.17  -1.33
H  2.93  -1.52  -2.96
H  -0.05  -0.35  -4.58
H  1.20  -1.65  -4.64
C  0.37  6.05  2.91
Ge  -0.06  4.91  1.40
C  -1.86  5.44  0.78
C  1.16  5.48  -0.03
Ge  0.09  2.53  2.13
C  -1.00  2.63  3.80
C  -0.85  1.78  4.91
C  -1.43  2.07  6.13
C  -2.18  3.23  6.30
C  -2.34  4.09  5.22
C  -1.76  3.78  4.00
C  1.88  2.52  2.97
C  2.22  1.79  4.11
C  3.33  2.12  4.87
C  4.16  3.17  4.49
C  3.89  3.85  3.32
C  2.76  3.52  2.57
H  0.52  7.05  2.51
H  1.28  5.74  3.43
H  -0.45  6.09  3.64
H  -1.76  6.21  0.01
H  -2.41  5.90  1.60
H  -2.46  4.61  0.40
H  0.77  6.43  -0.41
H  1.24  4.79  -0.86
H  2.16  5.69  0.36
H  -0.27  0.88  4.84
H  -1.29  1.39  6.97
H  -2.62  3.47  7.26
H  -2.91  5.00  5.34
H  -1.93  4.47  3.18
H  1.60  0.98  4.46
H  3.55  1.56  5.78
H  5.02  3.44  5.09
H  4.53  4.65  2.99
H  2.57  4.08  1.66
C  -1.77  7.37  -4.94
C  -0.93  6.50  -4.02
C  -1.63  5.20  -3.71
N  -0.97  4.44  -2.63
C  -0.71  3.15  -2.51
S  -0.52  2.70  -0.82
N  -0.58  2.31  -3.54
C  -0.51  2.49  -4.98
O  -1.06  1.66  -5.64
C  0.34  3.56  -5.54
C  0.10  3.94  -6.86
C  0.92  4.89  -7.46
C  1.98  5.44  -6.75
C  2.23  5.05  -5.44
C  1.40  4.12  -4.83
H  -1.28  8.31  -5.15
H  -2.74  7.60  -4.50
H  -1.95  6.87  -5.90
H  -0.73  7.03  -3.08
H  0.04  6.29  -4.47
H  -1.71  4.58  -4.60
H  -2.65  5.39  -3.37
H  -0.91  4.94  -1.75
H  -0.73  1.34  -3.28
H  -0.71  3.48  -7.41
H  0.73  5.19  -8.48
H  2.62  6.17  -7.22
H  3.06  5.48  -4.90
H  1.59  3.81  -3.81

As for the spin multiplicity: 2. The calculation puts the gap between HOMO and LUMO (spin up / spin down) at 0.2308 / 0.2264 Eh. The charge is +3. The lowest unoccupied orbital energy (spin up / spin down) comes out at -8.467 / -8.303 eV. As for the HOMO energy (spin up / spin down): -14.747 / -14.463 eV.

These are the Löwdin partial charges, in e, on atoms 1 to 6: 1.256 -0.017 -0.318 0.030 -0.261 0.005

No. 2
Molecular formula: H4P2S
Method: DFT, ωB97M-V with the def2-TZVPD basis set

CARTESIAN COORDINATES (ANGSTROEM)
P  -1.65  0.44  -0.93
P  -0.62  -1.02  0.01
S  3.10  -0.35  0.40
H  -1.20  1.39  -0.05
H  3.30  1.02  0.15
H  0.45  -0.48  0.69
H  4.42  -0.55  -0.09

The calculation puts the gap between HOMO and LUMO at 0.3033 Eh. The energy relative to the best compared isomer or geometry (same formula, charge and spin) is 28.5 kcal/mol. The charge is 0. The lowest unoccupied orbital energy comes out at -0.944 eV. As for the HOMO energy: -9.196 eV.

These are the Löwdin partial charges, in e, on atoms 1 to 6: 0.282 0.277 0.377 -0.270 -0.181 -0.315

No. 3
Molecular formula: C6H9IN2
Method: DFT, ωB97M-V with the def2-TZVPD basis set

CARTESIAN COORDINATES (ANGSTROEM)
H  0.20  2.76  2.43
N  0.13  2.75  1.32
N  0.92  1.96  0.84
C  0.96  1.51  -0.47
C  1.05  2.32  -1.56
C  0.85  -0.18  -0.53
I  2.98  -1.00  -0.10
C  -0.04  -0.87  0.35
C  -0.91  -1.75  -0.15
C  -1.95  -2.38  0.64
H  1.18  3.46  -1.45
H  1.31  1.98  -2.56
H  0.82  -0.48  -1.56
H  -0.06  -0.38  1.37
H  -0.77  -2.22  -1.14
H  -1.98  -3.45  0.53
H  -1.84  -2.13  1.73
H  -2.85  -1.92  0.30

The structure (SMILES) is [H]/N=N/C(=C)[C@@H](I)/C=C/C. The calculation puts the gap between HOMO and LUMO at 0.3184 Eh. The energy relative to the best compared isomer or geometry (same formula, charge and spin) is 63.0 kcal/mol. The charge is 0. The lowest unoccupied orbital energy comes out at -0.152 eV. As for the HOMO energy: -8.816 eV.

These are the Löwdin partial charges, in e, on atoms 1 to 6: 0.107 0.078 -0.091 -0.366 0.051 -0.536

No. 4
Molecular formula: C41H29BiBrN3O6PS
Method: DFT, ωB97M-V with the def2-TZVPD basis set

CARTESIAN COORDINATES (ANGSTROEM)
Bi  1.04  -1.11  2.14
Br  -9.52  -0.19  4.39
C  -8.35  0.31  3.00
C  -7.80  1.60  3.08
C  -6.94  2.06  2.12
C  -6.39  1.15  1.13
C  -6.91  -0.17  1.12
C  -7.98  -0.57  1.95
N  -5.20  1.46  0.55
N  -4.61  2.46  1.09
C  -3.31  2.31  1.36
C  -2.78  2.84  2.55
C  -1.65  2.34  3.09
C  -0.99  1.24  2.50
O  0.06  0.79  3.08
C  -1.46  0.68  1.27
N  -0.92  -0.47  0.75
C  -1.37  -0.97  -0.37
C  -2.28  -0.24  -1.22
C  -2.90  0.89  -0.69
C  -2.58  1.30  0.63
H  -8.14  2.25  3.91
H  -6.54  3.07  2.13
H  -6.32  -0.86  0.55
H  -8.37  -1.57  1.79
H  -3.40  3.64  3.06
H  -1.05  2.80  3.85
H  -0.96  -1.95  -0.69
H  -2.42  -0.51  -2.26
H  -3.73  1.37  -1.13
O  1.58  -4.11  -1.20
C  1.36  -3.69  -0.03
O  1.02  -2.41  0.21
C  1.59  -4.55  1.17
C  0.97  -5.79  1.16
C  1.07  -6.65  2.30
C  1.74  -6.23  3.41
C  2.20  -4.92  3.47
C  2.30  -4.11  2.35
S  3.45  -2.87  2.51
H  0.43  -6.14  0.29
H  0.58  -7.64  2.23
H  1.82  -6.81  4.30
H  2.46  -4.43  4.44
O  0.59  -2.40  4.15
C  -0.60  -2.66  3.70
O  -0.91  -2.50  2.49
H  -1.29  -3.13  4.44
O  2.51  0.42  -0.15
P  2.61  1.08  -1.52
C  1.25  2.14  -2.12
C  0.69  1.82  -3.34
C  -0.27  2.65  -3.92
C  -0.77  3.75  -3.19
C  -0.18  4.04  -1.96
C  0.85  3.24  -1.38
C  2.99  -0.15  -2.75
C  3.77  0.18  -3.91
C  4.25  -0.80  -4.72
C  3.89  -2.16  -4.44
C  3.09  -2.47  -3.33
C  2.70  -1.46  -2.45
C  3.97  2.19  -1.41
C  4.09  3.35  -2.18
C  5.32  4.06  -2.09
C  6.32  3.71  -1.16
C  6.13  2.63  -0.32
C  4.94  1.87  -0.43
H  1.01  0.97  -3.91
H  -0.64  2.38  -4.90
H  -1.49  4.46  -3.62
H  -0.48  4.92  -1.37
H  1.25  3.37  -0.38
H  3.96  1.31  -4.06
H  4.93  -0.64  -5.53
H  4.29  -2.96  -5.09
H  2.79  -3.47  -3.07
H  2.20  -1.77  -1.49
H  3.22  3.70  -2.84
H  5.43  4.92  -2.76
H  7.20  4.33  -1.11
H  6.88  2.40  0.46
H  4.69  1.06  0.27

The calculation puts the gap between HOMO and LUMO at 0.1913 Eh. The energy relative to the best compared isomer or geometry (same formula, charge and spin) is 20.5 kcal/mol. The charge is -1. The lowest unoccupied orbital energy comes out at 1.092 eV. As for the HOMO energy: -4.114 eV.

These are the Löwdin partial charges, in e, on atoms 1 to 6: 1.943 0.707 -0.718 -0.168 -0.034 -0.252

No. 5
Molecular formula: C3H6O2P
Method: DFT, ωB97M-V with the def2-TZVPD basis set

CARTESIAN COORDINATES (ANGSTROEM)
C  -1.34  1.22  -0.89
C  -0.50  0.21  -0.87
P  -0.31  -0.77  0.67
C  1.30  -0.61  1.42
O  -1.46  -0.72  1.64
O  -0.44  -2.27  0.05
H  -1.17  2.00  -1.55
H  -2.20  1.21  -0.15
H  0.32  0.19  -1.45
H  0.99  0.34  1.75
H  2.19  -0.48  0.73
H  0.46  -2.47  -0.30

The structure (SMILES) is C=C[P@@](=C)([O-])O. The calculation puts the gap between HOMO and LUMO at 0.2560 Eh. The energy relative to the best compared isomer or geometry (same formula, charge and spin) is 53.2 kcal/mol. The charge is -1. The lowest unoccupied orbital energy comes out at 4.107 eV. As for the HOMO energy: -2.859 eV.

These are the Löwdin partial charges, in e, on atoms 1 to 6: -0.083 -0.258 0.333 -0.305 -0.408 -0.253

No. 6
Molecular formula: C3H5Br3Si
Method: DFT, ωB97M-V with the def2-TZVPD basis set

CARTESIAN COORDINATES (ANGSTROEM)
C  1.46  0.82  -0.52
C  0.41  0.00  -0.32
C  -0.74  -0.08  -1.21
Si  0.28  -1.16  1.14
Br  -1.74  -1.91  1.54
Br  1.65  -1.38  2.89
Br  -2.08  1.90  2.06
H  2.24  1.00  0.23
H  1.68  1.31  -1.42
H  -1.07  -1.13  -1.21
H  -0.49  0.18  -2.22
H  -1.60  0.45  -0.97

The calculation puts the gap between HOMO and LUMO (spin up / spin down) at 0.1512 / 0.1508 Eh. The energy relative to the best compared isomer or geometry (same formula, charge and spin) is 88.5 kcal/mol. The charge is 0. The lowest unoccupied orbital energy (spin up / spin down) comes out at -3.190 / -3.194 eV. As for the HOMO energy (spin up / spin down): -7.305 / -7.299 eV.

These are the Löwdin partial charges, in e, on atoms 1 to 6: 0.054 -0.510 -0.157 0.080 0.425 0.394

No. 7
Molecular formula: C15H30ClHfNOPS2
Method: DFT, ωB97M-V with the def2-TZVPD basis set

CARTESIAN COORDINATES (ANGSTROEM)
C  1.08  -4.35  1.15
C  1.83  -3.26  0.18
C  0.70  -2.63  -0.82
C  0.29  -1.06  -0.40
N  -0.83  -0.67  -1.33
C  -0.38  0.08  -2.55
C  -0.01  1.66  -2.32
C  1.60  1.92  -1.95
C  1.75  2.34  -0.34
C  3.32  2.42  0.16
C  3.48  3.48  1.45
C  2.45  3.16  2.68
P  3.93  0.74  0.89
O  2.76  0.03  1.97
Cl  4.13  -0.70  -0.71
C  -2.01  -0.04  -0.63
S  -1.97  1.00  0.71
S  -3.73  -0.53  -1.30
C  -4.46  -1.51  0.17
C  -6.04  -1.11  0.37
C  -6.14  0.53  0.54
H  1.69  -5.36  1.07
H  1.10  -3.91  2.24
H  -0.05  -4.56  0.84
H  2.70  -3.79  -0.44
H  2.36  -2.42  0.83
H  -0.31  -3.22  -0.87
H  1.22  -2.53  -1.89
H  -0.03  -1.14  0.74
H  1.28  -0.45  -0.51
H  -1.25  0.04  -3.37
H  0.55  -0.48  -3.04
H  -0.15  2.20  -3.38
H  -0.70  2.24  -1.57
H  2.09  2.77  -2.59
H  2.19  0.90  -2.11
H  1.05  1.69  0.34
H  1.33  3.45  -0.28
H  4.58  3.40  1.89
H  3.34  4.59  1.04
H  2.80  2.24  3.36
H  1.33  3.10  2.35
H  2.51  4.11  3.41
H  1.89  0.52  1.98
H  -4.25  -2.66  0.10
H  -3.91  -1.14  1.16
H  -6.60  -1.48  -0.62
H  -6.49  -1.68  1.31
H  -5.39  0.94  1.34
H  -5.99  1.11  -0.49
H  -7.27  0.76  0.86
Hf  6.63  -0.73  -1.61

The calculation puts the gap between HOMO and LUMO at 0.0927 Eh. The charge is +3. The lowest unoccupied orbital energy comes out at -13.137 eV. As for the HOMO energy: -15.661 eV.

These are the Löwdin partial charges, in e, on atoms 1 to 6: -0.120 -0.275 -0.171 -0.217 -0.176 -0.161

No. 8
Molecular formula: C5H11O2
Method: DFT, ωB97M-V with the def2-TZVPD basis set

CARTESIAN COORDINATES (ANGSTROEM)
C  1.37  -1.06  -1.08
C  0.86  -2.12  -0.14
C  0.54  0.21  -1.08
O  1.24  1.20  -0.95
O  -0.65  0.27  -1.45
H  2.39  -0.69  -1.04
H  1.18  -1.67  -2.08
H  1.52  -3.13  -0.41
H  -0.22  -2.23  -0.21
H  1.32  -2.06  0.97
C  -1.14  1.10  1.39
C  -1.93  0.69  2.64
H  -1.59  0.72  0.37
H  -0.80  2.10  1.41
H  -0.21  0.49  1.16
H  -1.27  0.02  3.25
H  -2.41  1.62  3.11
H  -2.82  0.14  2.26

The calculation puts the gap between HOMO and LUMO at 0.2858 Eh. The energy relative to the best compared isomer or geometry (same formula, charge and spin) is 48.7 kcal/mol. The charge is -1. The lowest unoccupied orbital energy comes out at 3.993 eV. As for the HOMO energy: -3.784 eV.

These are the Löwdin partial charges, in e, on atoms 1 to 6: -0.241 -0.172 -0.852 -0.057 -0.099 0.091